DFT (ωB97M-V/def2-TZVPD) results for a structure of composition C49H46N7NaO7S2Si in a non-equilibrium geometry.

The geometry in XYZ format:
```
113
Properties=species:S:1:pos:R:3:forces:R:3
Na 0.121793 -1.154057 0.339304 -0.170 -0.019 -1.022
O -0.497769 -8.723767 3.189262 0.161 0.108 0.178
C -1.318575 -7.841233 3.511637 -0.477 -0.298 -0.481
O -2.253233 -7.881941 4.336902 0.175 0.097 0.176
C -1.247197 -6.541825 2.670505 0.109 0.148 0.128
C -0.272544 -6.370877 1.697902 0.051 -0.057 0.064
C -0.233233 -5.194047 0.956965 -0.061 0.015 -0.075
N -1.120811 -4.213800 1.127423 -0.048 -0.024 -0.091
C -2.051154 -4.374000 2.061788 -0.078 -0.025 0.057
C -2.150203 -5.504784 2.862300 0.083 -0.031 0.001
C -3.004833 -3.236785 2.212475 0.041 0.006 -0.040
C -3.123898 -2.576289 3.433136 0.005 -0.028 0.007
C -3.976046 -1.492252 3.525512 -0.006 0.028 -0.006
C -4.681002 -1.100192 2.397638 0.004 0.028 0.011
C -4.498889 -1.823557 1.229961 0.030 -0.009 -0.018
N -3.690292 -2.873289 1.128374 0.001 0.040 -0.009
C 0.825145 -4.937013 -0.067986 0.062 0.011 0.167
C 1.586414 -5.972644 -0.608922 0.008 -0.092 -0.035
C 2.597451 -5.665417 -1.502777 0.001 0.039 0.002
C 2.830798 -4.337643 -1.828049 0.000 -0.043 0.007
C 2.016441 -3.374069 -1.252503 -0.071 0.000 -0.053
N 1.030744 -3.664647 -0.405534 0.063 0.089 -0.036
H 0.445975 -7.171897 1.576069 -0.025 0.062 -0.014
H -2.917302 -5.609608 3.618351 -0.001 -0.011 0.004
H -2.527210 -2.902423 4.274431 -0.006 -0.003 -0.001
H -4.074325 -0.947371 4.456831 0.000 -0.001 -0.003
H -5.344756 -0.245399 2.414312 0.007 0.002 -0.005
H -5.022034 -1.538785 0.322394 -0.008 -0.002 0.001
H 1.386476 -7.002039 -0.340484 -0.015 0.059 0.009
H 3.195873 -6.458267 -1.936728 0.008 0.008 -0.005
H 3.610672 -4.041721 -2.518342 0.002 -0.006 0.002
H 2.126435 -2.319924 -1.487494 0.002 -0.007 0.016
N -2.485657 5.184272 3.975998 -0.004 0.050 -0.008
C -3.056138 6.420666 4.171975 0.005 -0.037 0.031
C -3.091333 7.283321 5.260917 0.009 0.009 -0.014
C -3.786758 8.467869 5.096314 -0.004 0.003 -0.005
C -4.425355 8.777726 3.886272 0.008 -0.002 0.011
C -4.386044 7.911781 2.809399 0.001 0.003 -0.008
C -3.690709 6.713167 2.955304 -0.024 -0.007 -0.034
N -3.502865 5.680103 2.055315 -0.017 0.013 0.033
C -2.783552 4.795302 2.693379 0.039 -0.057 -0.019
C -2.331478 3.505636 2.152177 -0.029 0.035 0.018
C -2.732433 3.109618 0.881973 0.018 0.030 -0.010
C -2.291139 1.886803 0.405729 -0.067 -0.107 -0.074
N -1.512333 1.062620 1.099670 0.163 -0.104 0.120
C -1.124314 1.445632 2.312128 -0.038 0.077 0.005
C -1.506251 2.655105 2.874134 -0.013 0.002 -0.004
H -1.935926 4.660729 4.631494 0.013 -0.003 0.004
H -2.597710 7.044965 6.194428 0.000 0.000 0.000
H -3.838808 9.170558 5.918301 -0.001 0.002 -0.002
H -4.958185 9.716146 3.798265 0.000 0.000 0.002
H -4.876006 8.145955 1.873426 0.000 -0.002 0.001
H -3.364583 3.754598 0.288087 0.002 -0.009 -0.007
H -2.577532 1.536077 -0.581118 0.014 -0.012 0.009
H -0.467179 0.761170 2.835293 -0.005 0.002 -0.010
H -1.122002 2.914035 3.853048 -0.003 -0.017 0.005
C -1.677165 -1.367628 -3.680784 0.067 0.025 -0.001
S -1.071410 -2.040917 -2.125543 -0.361 -0.086 -0.133
C -2.158426 -3.471718 -2.099693 -0.007 0.010 -0.037
O -1.629525 -1.133188 -1.070679 -0.215 -0.092 -0.248
H -1.552511 -2.111041 -4.469604 0.003 0.015 -0.012
H -1.095953 -0.474793 -3.906730 0.010 -0.012 0.012
H -2.728891 -1.112114 -3.544393 -0.005 -0.004 -0.024
H -1.821816 -4.192313 -2.847582 -0.010 0.002 -0.003
H -3.186849 -3.156347 -2.279712 -0.004 -0.018 0.013
H -2.071874 -3.888973 -1.097793 0.010 0.002 0.034
O 1.110085 -0.323521 -1.599930 0.011 0.113 0.099
Si 2.074715 0.486527 -2.534534 0.100 -0.159 0.048
C 3.057777 -0.660077 -3.703683 0.029 0.031 -0.037
C 2.372092 -1.640696 -4.428470 -0.001 0.005 -0.010
C 3.034270 -2.547122 -5.243136 0.003 0.008 -0.007
C 4.419338 -2.497704 -5.351296 -0.003 -0.011 -0.007
C 5.125071 -1.538326 -4.640805 -0.002 0.015 0.010
C 4.447711 -0.632987 -3.829047 0.012 0.003 -0.015
C 3.387537 1.504729 -1.626143 -0.034 0.040 0.056
C 3.760547 2.807489 -1.963331 0.074 -0.048 -0.079
C 4.670812 3.522325 -1.192524 -0.008 0.011 -0.009
C 5.218678 2.944281 -0.055510 -0.005 -0.006 0.015
C 4.851796 1.653865 0.305185 0.031 0.027 -0.004
C 3.948936 0.943967 -0.473374 -0.064 -0.009 0.017
C 1.120466 1.682789 -3.659670 -0.026 0.030 0.020
C -0.191445 2.000423 -3.297747 0.018 0.038 -0.002
C -0.955255 2.885011 -4.049777 0.000 -0.007 0.005
C -0.418121 3.469818 -5.188648 0.002 0.007 -0.009
C 0.881643 3.162517 -5.571613 -0.002 0.006 0.002
C 1.636883 2.277443 -4.812705 -0.012 -0.031 -0.012
H 1.293447 -1.707260 -4.332914 -0.038 -0.002 0.020
H 2.474538 -3.302444 -5.783334 0.000 0.002 0.002
H 4.943746 -3.209418 -5.978724 -0.001 0.000 -0.001
H 6.206466 -1.498630 -4.710816 -0.002 0.000 0.001
H 5.015428 0.103846 -3.270309 -0.002 -0.006 0.008
H 3.321302 3.283270 -2.834602 -0.004 0.004 0.007
H 4.937508 4.536593 -1.469016 -0.003 0.001 0.001
H 5.910393 3.507010 0.561399 0.005 -0.001 -0.006
H 5.240398 1.208857 1.213016 -0.016 -0.009 -0.002
H 3.629526 -0.038880 -0.141197 0.007 -0.007 -0.009
H -0.608286 1.527711 -2.412625 -0.002 -0.007 0.004
H -1.969971 3.118704 -3.747508 0.001 0.002 0.002
H -1.009786 4.161412 -5.777561 -0.001 -0.001 0.000
H 1.304143 3.612632 -6.463208 -0.001 -0.003 -0.002
H 2.647561 2.036017 -5.129927 -0.001 0.000 0.000
C 2.464845 -1.543890 4.023756 0.056 -0.084 -0.018
S 1.965624 -0.938918 2.427961 0.099 0.109 0.404
O 2.700540 -1.709393 1.438465 0.014 0.127 0.041
O 2.277774 0.487237 2.443250 0.005 0.009 0.056
O 0.514920 -1.187250 2.380687 0.326 -0.003 0.777
H 3.499256 -1.250388 4.190485 0.007 -0.029 0.000
H 2.366504 -2.627492 4.030012 -0.022 0.005 0.007
H 1.814951 -1.097910 4.773483 0.019 0.015 0.008
N 1.144512 2.859300 0.564966 0.012 0.007 0.078
H 1.971359 3.116508 0.033179 -0.039 0.021 0.006
H 0.580276 2.307484 -0.076098 0.029 -0.007 -0.038
H 1.479292 2.181280 1.249892 0.026 0.000 -0.014
```
Forces are in eV/Å.

- ΔE to the lowest compared entry with this formula, charge and spin: 0.214 eV
- HOMO: -3.559 eV
- Charge: -2
- HOMO-LUMO gap: 6.810 eV

---

DFT (ωB97M-V/def2-TZVPD) results for a structure of composition C49H47Cl2N4O2Ta in a non-equilibrium geometry.

The geometry in XYZ format:
```
105
Properties=species:S:1:pos:R:3:forces:R:3
Ta 0.104873 -0.242164 -0.546318 2.484 0.300 1.340
C 4.489973 1.259636 2.195982 -0.025 -0.015 -0.038
C 3.103473 1.742836 1.897982 -0.312 0.212 0.083
C 2.859673 2.673136 0.878982 -0.039 -0.136 0.231
C 3.999873 3.147136 0.021182 -0.068 0.007 0.004
C 1.585773 3.229736 0.731282 -0.077 -0.117 0.058
C 1.361173 4.275036 -0.330518 -0.003 -0.090 0.070
C 0.559373 2.888136 1.630082 0.138 -0.160 0.054
C -0.688027 3.731636 1.745882 0.125 -0.063 -0.048
C 0.778473 1.865336 2.572082 0.059 0.063 -0.178
C -0.288327 1.480736 3.561582 0.088 0.031 -0.041
C 2.050673 1.302136 2.708682 0.108 0.233 -0.163
C 2.317373 0.341236 3.828982 -0.009 0.041 -0.036
H 5.231273 1.682536 1.532282 0.118 0.032 -0.043
H 4.552373 0.176036 2.123682 0.073 -0.096 0.022
H 4.755973 1.535236 3.214182 0.113 -0.018 0.126
H 4.656173 3.785636 0.611482 0.157 0.036 -0.028
H 3.667473 3.727536 -0.830518 0.021 0.034 -0.082
H 4.589173 2.312936 -0.351618 0.113 -0.022 -0.043
H 1.932773 5.175136 -0.107918 0.006 0.125 -0.115
H 0.316173 4.552436 -0.403818 -0.034 0.045 0.005
H 1.671673 3.907636 -1.307418 0.044 0.049 -0.102
H -1.554027 3.259536 1.280082 -0.188 0.007 -0.005
H -0.547327 4.713336 1.305482 -0.050 0.033 -0.041
H -0.913527 3.903836 2.795882 -0.103 0.004 0.003
H 0.020873 1.765136 4.567082 -0.071 -0.057 0.132
H -0.445027 0.402836 3.558782 -0.077 -0.089 0.089
H -1.238027 1.960836 3.359082 -0.077 0.007 0.031
H 2.540273 0.899336 4.738082 0.049 0.000 0.178
H 3.164173 -0.301064 3.618682 0.085 -0.106 0.033
H 1.460873 -0.291864 4.033082 -0.037 -0.065 0.086
Cl 0.145073 0.959836 -5.169818 -0.041 0.185 -0.069
C 0.690573 -0.598064 -4.706618 -0.022 0.028 1.235
C 1.070573 -1.523464 -5.683618 0.261 -0.629 -0.090
C 1.517873 -2.776764 -5.334318 -0.263 0.526 0.084
Cl 2.000673 -3.874564 -6.559118 0.031 -0.074 -0.054
C 1.557173 -3.172464 -3.969218 -0.168 0.316 0.320
C 1.951873 -4.441364 -3.505618 0.003 -0.046 0.330
C 1.921773 -4.707764 -2.156318 0.061 0.058 -0.349
C 1.477473 -3.721564 -1.265518 -0.056 0.118 0.172
N 1.089073 -2.528864 -1.666418 -0.732 0.835 0.294
C 1.143073 -2.233764 -2.984318 0.059 0.152 -0.709
C 0.750173 -0.914264 -3.355818 0.555 -1.516 -2.084
O 0.460873 -0.072364 -2.387518 -0.890 0.787 0.317
H 1.011673 -1.240264 -6.722118 0.028 0.023 -0.105
H 2.275073 -5.190364 -4.214318 0.015 -0.033 -0.007
H 2.230473 -5.669164 -1.775618 0.010 -0.029 0.047
H 1.441573 -3.908964 -0.200018 -0.053 -0.045 0.054
N -0.890627 1.759836 -0.848418 0.438 -1.152 0.148
C -1.453027 2.522536 -1.525318 0.579 -0.505 0.540
N -2.114827 3.302636 -2.286218 -0.126 0.080 -0.361
C -2.001727 4.757936 -2.301518 -0.102 0.850 0.217
C -3.202327 5.344936 -1.546718 0.309 0.073 -0.071
O -4.409027 4.890436 -2.104218 -0.090 0.082 -0.067
C -4.526827 3.494136 -2.070218 0.062 -0.356 -0.172
C -3.381027 2.830936 -2.849618 -0.902 -0.058 -0.083
H -2.035427 5.073736 -3.347818 0.075 -0.051 0.098
H -1.061027 5.076736 -1.856618 -0.020 -0.070 -0.064
H -3.213527 6.430836 -1.643918 0.106 -0.066 0.073
H -3.140827 5.075336 -0.480418 0.007 0.019 -0.073
H -5.485327 3.256036 -2.533618 0.084 -0.089 0.070
H -4.521227 3.122636 -1.030818 -0.017 0.052 -0.100
H -3.406627 3.144836 -3.897518 0.019 -0.106 0.108
H -3.441027 1.743236 -2.786818 0.060 0.082 -0.041
C 3.076873 -3.856464 2.781282 0.227 -0.060 -0.017
C 1.795373 -3.283464 2.790482 -0.161 0.124 -0.120
C 1.514273 -2.207464 1.992982 -0.039 -0.086 0.062
C 2.480273 -1.678764 1.106582 0.063 -0.310 0.219
C 2.179773 -0.640464 0.182282 -1.713 0.607 -0.373
C 3.169973 -0.196064 -0.665918 -0.038 0.196 -0.256
C 4.456673 -0.761464 -0.656218 0.155 -0.078 0.049
C 4.749073 -1.786964 0.200282 -0.059 0.173 -0.169
C 3.776873 -2.272464 1.098582 -0.465 0.169 0.058
C 4.051573 -3.350464 1.967982 -0.075 -0.063 0.043
H 3.290373 -4.691964 3.428382 0.040 -0.104 0.070
H 1.029873 -3.702964 3.426882 -0.036 0.048 0.120
H 0.539973 -1.735464 2.048682 -0.015 -0.056 -0.013
H 2.977173 0.597536 -1.381518 -0.048 -0.036 -0.036
H 5.206873 -0.401464 -1.345318 0.037 0.066 -0.033
H 5.726473 -2.243964 0.202982 0.154 -0.042 -0.042
H 5.044473 -3.777364 1.958982 0.064 -0.058 0.036
N -1.259527 -0.967364 0.508182 1.156 0.475 -1.099
C -2.380327 -1.547964 0.732182 -1.366 -0.722 0.247
C -3.544027 -0.764364 1.149882 0.067 0.221 0.144
C -3.346027 0.494736 1.731682 0.072 -0.070 -0.073
C -4.424427 1.283836 2.072982 0.079 0.089 0.065
C -5.716627 0.843936 1.819082 0.070 -0.146 -0.091
C -5.923227 -0.393064 1.226582 -0.089 -0.021 0.016
C -4.850127 -1.202364 0.903182 0.077 -0.082 -0.037
C -2.513827 -2.997464 0.519082 0.171 -0.057 -0.094
C -3.221027 -3.800464 1.415482 -0.019 0.089 -0.031
C -3.322427 -5.161564 1.189482 -0.036 0.007 0.054
C -2.731127 -5.730464 0.072282 0.005 0.071 0.049
C -2.017927 -4.939464 -0.816318 0.034 0.062 -0.104
C -1.905927 -3.580664 -0.595118 -0.032 0.109 0.008
H -2.333727 0.817836 1.922982 0.029 0.088 0.041
H -4.273527 2.239836 2.550382 0.078 0.101 0.045
H -6.560527 1.461736 2.081682 -0.097 0.075 0.042
H -6.927927 -0.727364 1.021482 -0.088 -0.060 -0.027
H -5.021027 -2.158264 0.432482 -0.024 -0.060 -0.049
H -3.668527 -3.360064 2.293282 -0.071 0.031 0.088
H -3.874627 -5.778464 1.880582 -0.030 -0.057 0.089
H -2.834727 -6.787664 -0.112818 0.008 -0.127 0.002
H -1.565727 -5.381964 -1.690218 0.027 -0.042 -0.115
H -1.395327 -2.947464 -1.312218 -0.007 -0.129 0.049
```
Forces are in eV/Å.

- ΔE to the lowest compared entry with this formula, charge and spin: 1.726 eV
- HOMO: -12.524 eV
- Charge: +2
- HOMO-LUMO gap: 5.622 eV